Record 1
The following is a quantum chemistry calculation of one molecule with the formula C2H2N4O2, from the OMol25 dataset.

Last column: natural (NBO) charge in e.
Cartesian coordinates (Å):
C1 0.0865 -0.8802 1.6642  0.140
C2 0.5984 -0.7597 -0.4686  0.277
N1 0.7683 -1.4773 0.5805  -0.509
N2 -0.6789 0.0821 1.4731  -0.128
N3 -0.1039 0.3434 -0.3740  -0.255
N4 -0.5297 1.4278 -1.1651  0.647
O1 -0.2836 1.3208 -2.3509  -0.368
O2 -1.1110 2.3155 -0.6114  -0.308
H1 0.2041 -1.3233 2.7509  0.261
H2 1.0498 -1.0490 -1.4988  0.244

Properties
* E_LUMO: -1.23 eV
* spin multiplicity: 1

Record 2
The following is a quantum chemistry calculation of a 3-piece molecular cluster, C4H14NO3 overall, from the OMol25 dataset.

Last column: natural (NBO) charge in e.
Cartesian coordinates (Å):
O1 -2.1973 -1.5987 0.7319  -0.436
C1 -1.6909 -0.6792 0.2048  0.418
C2 -0.3090 -0.0368 0.6395  -0.138
C3 -0.3008 1.4339 0.5441  -0.462
C4 -1.0501 2.1756 1.6445  -0.639
N1 0.7183 -0.7389 -0.2979  -0.743
H1 -2.2844 0.0665 -0.3718  0.128
H2 -0.1130 -0.3144 1.6452  0.237
H3 -0.5936 1.8538 -0.4948  0.227
H4 0.7398 1.8917 0.4882  0.239
H5 -2.1589 2.3057 1.5347  0.234
H6 -0.9151 1.7365 2.6369  0.226
H7 -0.8351 3.2921 1.6359  0.250
H8 1.7933 -0.5262 -0.2629  0.478
H9 0.5175 -0.4661 -1.3106  0.447
H10 0.6163 -1.8355 -0.1640  0.485
H11 -0.0577 -3.8293 -1.0680  0.478
H12 -1.3261 -3.1171 -1.5418  0.508
O2 -0.3300 -3.0531 -1.3688  -0.961
H13 3.8385 0.0981 -1.2769  0.492
H14 2.9703 1.1839 -1.8553  0.497
O3 2.9679 0.1576 -1.6930  -0.964

Properties
* charge: +1
* E_LUMO: -3.50 eV
* spin multiplicity: 1

ΔE to the lowest compared entry with this formula, charge and spin in kJ/mol, matching the order above: 756.2; 199.5